A molecular structure, C21H29BrIN3O2S at a distorted geometry. Source: the OMol25 dataset; level of theory: the ωB97M-V functional and the def2-TZVPD basis.

## Properties
Frontier orbital gap in eV: 8.22
LUMO energy in eV: -0.418
ΔE to the lowest compared entry with this formula, charge and spin in eV: 0.000

Atoms and positions in Å:
1 C -0.6326 2.7507 2.3459
2 C -1.9457 3.0471 1.5871
3 C -2.3647 1.8450 0.7927
4 N -1.5845 1.5148 -0.1961
5 C -1.9213 0.3991 -0.9034
6 C -1.1019 0.0178 -2.0075
7 C 0.0832 0.8907 -2.3119
8 C 1.2834 0.6544 -1.3551
9 C 2.3464 -0.2377 -1.9756
10 C 3.6966 -0.3220 -1.2226
11 C 4.0306 0.8984 -0.3673
12 C 5.4961 0.9291 0.0723
13 O 6.0447 -0.3901 0.1191
14 C 6.9618 -0.5729 1.1128
15 C 8.3736 -0.2318 0.7529
16 O 6.6383 -0.9850 2.1701
17 C -1.4364 -1.1157 -2.7244
18 Br -0.3696 -1.6332 -4.1998
19 C -2.5885 -1.8928 -2.3732
20 I -3.0127 -3.6169 -3.5109
21 C -3.3876 -1.5324 -1.2967
22 C -4.6181 -2.2850 -0.8709
23 C -4.5769 -2.8485 0.5669
24 C -5.8019 -2.4494 1.3748
25 S -5.6222 -2.6952 3.1659
26 C -3.0413 -0.3592 -0.5679
27 N -3.8648 0.0323 0.4464
28 C -3.5439 1.0965 1.1124
29 N -4.4252 1.4557 2.1776
30 H 0.2310 3.0769 1.7826
31 H -0.5118 1.6857 2.5172
32 H -0.6283 3.2333 3.3160
33 H -2.6980 3.3442 2.3013
34 H -1.7547 3.8596 0.8965
35 H -0.2368 1.9169 -2.1731
36 H 0.4048 0.8035 -3.3393
37 H 1.6750 1.6393 -1.1260
38 H 0.9150 0.2441 -0.4193
39 H 1.9378 -1.2442 -1.9987
40 H 2.5309 0.0479 -3.0061
41 H 4.4813 -0.4111 -1.9665
42 H 3.7168 -1.1968 -0.5866
43 H 3.3930 0.9318 0.5123
44 H 3.8303 1.8110 -0.9213
45 H 6.0516 1.5426 -0.6380
46 H 5.5958 1.3998 1.0473
47 H 9.0192 -1.0387 1.0727
48 H 8.4806 -0.1265 -0.3185
49 H 8.6417 0.6867 1.2621
50 H -5.4581 -1.5976 -0.9509
51 H -4.8355 -3.0998 -1.5421
52 H -3.7032 -2.4965 1.1009
53 H -4.5295 -3.9340 0.5558
54 H -6.6672 -3.0403 1.0900
55 H -6.0458 -1.4084 1.2091
56 H -4.2959 -2.8263 3.2799
57 H -4.7426 2.4125 2.0767
58 H -3.9121 1.4205 3.0524

Force components x, y, z for each atom (eV/Å):
C -0.220 -0.087 0.023
C 0.647 -0.305 0.200
C 0.032 0.485 0.032
N -0.333 -0.382 -0.100
C 0.401 -0.116 -0.357
C 0.237 -0.269 -0.515
C 0.049 0.084 0.545
C -0.327 0.269 -0.563
C 0.211 -0.313 0.650
C -0.356 0.611 -0.139
C 0.116 -0.227 0.224
C -0.297 0.338 -0.336
O -0.161 0.036 -0.140
C 0.291 0.269 -0.791
C -0.037 -0.241 -0.416
O -0.397 -0.527 1.340
C -0.362 0.359 0.572
Br 0.075 0.113 0.041
C 0.008 0.125 0.356
I -0.111 0.151 0.236
C 0.322 -0.513 -0.676
C -0.137 0.002 0.341
C -0.222 0.098 0.126
C 0.075 0.072 0.106
S -0.260 -0.187 0.350
C -0.348 -0.027 0.034
N 0.157 -0.163 -0.183
C -0.216 -0.213 -0.019
N 0.223 0.114 0.044
H 0.173 0.074 -0.123
H -0.018 -0.196 0.064
H 0.089 0.201 0.125
H -0.299 0.126 0.011
H -0.189 0.244 -0.108
H -0.127 0.163 -0.002
H 0.012 -0.194 -0.250
H 0.225 0.134 0.100
H 0.031 -0.093 0.200
H -0.061 -0.221 -0.302
H -0.054 0.216 -0.192
H 0.202 -0.340 -0.089
H 0.121 -0.230 0.050
H -0.163 -0.086 0.116
H 0.037 0.206 -0.106
H 0.306 -0.112 -0.133
H -0.050 0.037 0.197
H 0.191 -0.034 0.291
H 0.038 0.229 -0.174
H 0.184 0.141 0.065
H -0.120 0.141 0.044
H 0.072 -0.098 -0.340
H 0.289 0.119 -0.030
H 0.185 -0.167 -0.096
H -0.117 -0.122 -0.093
H 0.113 0.263 -0.030
H 0.067 0.075 -0.278
H -0.049 0.032 -0.028
H -0.149 -0.064 0.123

A molecular structure, C21H29BrOPd at a distorted geometry. Source: the OMol25 dataset; level of theory: the ωB97M-V functional and the def2-TZVPD basis.

## Properties
Frontier orbital gap in eV: 7.25
LUMO energy in eV: -0.197
ΔE to the lowest compared entry with this formula, charge and spin in eV: 0.754

Atoms and positions in Å:
1 Pd 0.6112 -0.0854 -0.8956
2 C 2.3755 3.8615 -0.6495
3 C 1.0924 3.0412 -0.5039
4 C 0.3887 2.9084 -1.8561
5 C 1.3572 1.7043 0.1889
6 C 0.4737 1.3790 1.3655
7 C 0.8775 0.1670 2.0837
8 C 2.1436 -0.5097 1.8564
9 C 2.5125 -1.6629 2.7488
10 C 2.9400 -0.1155 0.8437
11 C 2.5027 0.9691 -0.0154
12 H 2.1373 4.8696 -0.9907
13 H 3.0451 3.4166 -1.3874
14 H 2.9093 3.9361 0.2994
15 H 0.4215 3.5911 0.1628
16 H 0.9960 2.3246 -2.5511
17 H 0.2172 3.8943 -2.2940
18 H -0.5776 2.4159 -1.7397
19 H 0.0918 2.2461 1.9148
20 H 0.2778 -0.1070 2.9397
21 H 2.4607 -2.6015 2.1930
22 H 1.8364 -1.7427 3.5990
23 H 3.5310 -1.5544 3.1204
24 H 3.8439 -0.6522 0.5902
25 H 3.1516 1.2692 -0.8283
26 C -0.3683 0.3355 0.8343
27 C -1.6882 0.0083 1.3363
28 C -2.1862 0.6426 2.4888
29 C -3.4472 0.3580 2.9812
30 C -4.2729 -0.5493 2.3342
31 C -3.8024 -1.1735 1.1862
32 C -2.5346 -0.9102 0.7007
33 H -1.5720 1.3636 3.0152
34 H -3.7937 0.8574 3.8781
35 H -5.2616 -0.7652 2.7158
36 H -4.4328 -1.8842 0.6651
37 H -2.1808 -1.4199 -0.1825
38 C 0.5820 -3.0973 -0.1004
39 C 0.0033 -2.9907 -1.4916
40 O -0.6087 -1.6991 -1.6846
41 C -1.1084 -1.5471 -3.0254
42 C -1.6847 -0.1631 -3.1910
43 H 0.9645 -4.1065 0.0586
44 H -0.1749 -2.8842 0.6557
45 H 1.4108 -2.3966 0.0175
46 H -0.7768 -3.7421 -1.6481
47 H 0.7814 -3.1215 -2.2464
48 H -1.8744 -2.3150 -3.1729
49 H -0.2924 -1.7155 -3.7290
50 H -2.5066 0.0122 -2.4956
51 H -2.0563 -0.0400 -4.2088
52 H -0.9054 0.5815 -3.0285
53 Br 2.1702 -0.6011 -2.8575

Force components x, y, z for each atom (eV/Å):
Pd 0.149 0.428 -0.260
C -0.011 -0.029 0.011
C 0.080 -0.033 -0.069
C -0.001 0.006 0.060
C 0.044 0.456 0.203
C 0.021 2.142 -0.087
C -1.105 -1.291 -0.796
C -0.014 0.123 0.291
C -0.018 0.075 0.012
C -0.253 0.119 0.030
C -0.139 -0.418 -0.372
H -0.001 0.006 0.006
H 0.006 -0.004 0.003
H 0.019 0.015 -0.014
H -0.008 -0.007 0.013
H -0.005 -0.016 -0.003
H 0.004 0.004 0.032
H -0.014 -0.002 -0.030
H 0.038 -0.065 -0.043
H 0.325 0.114 0.256
H -0.017 -0.010 0.012
H 0.022 0.010 0.012
H 0.008 -0.039 0.019
H 0.065 0.084 0.033
H 0.030 -0.099 0.004
C 1.690 -1.734 0.499
C -1.018 0.184 0.256
C 0.119 -0.056 -0.162
C -0.099 0.039 0.143
C 0.152 -0.018 -0.138
C -0.240 -0.087 0.115
C 0.328 0.110 -0.026
H -0.012 0.018 -0.017
H 0.014 0.003 -0.011
H -0.010 0.001 -0.002
H 0.013 0.002 0.000
H 0.000 0.039 -0.036
C -0.075 0.090 -0.069
C -0.057 -0.148 0.000
O 0.064 -0.122 0.102
C -0.175 0.013 -0.056
C 0.005 -0.060 0.031
H -0.025 -0.017 -0.032
H 0.016 0.005 0.035
H 0.003 -0.018 0.018
H -0.021 0.010 -0.019
H -0.002 0.040 -0.023
H 0.007 -0.019 0.012
H 0.058 -0.003 0.035
H 0.020 0.017 0.018
H -0.014 -0.027 0.001
H 0.000 0.029 -0.017
Br 0.032 0.137 0.025